A molecular structure, C21H30N2O4. Source: the Open Molecules 2025 dataset; level of theory: ωB97M-V/def2-TZVPD.

M ... 374.5 g mol⁻¹
Energy above the lowest of the compared OMol25 structures with the same formula, charge and spin ... 548.1 kcal per mole
HOMO level ... -6.711 eV
Spin multiplicity ... 1
Electronic energy ... -1227.88555 hartree

CARTESIAN COORDINATES (ANGSTROEM)
C 0.305 4.329 3.209
C 0.583 3.713 1.716
H 0.766 4.455 0.920
H 1.518 3.207 1.814
O -0.554 3.125 1.270
C -0.594 1.776 2.038
O 0.074 1.335 3.029
N -1.486 1.123 1.377
C -2.235 1.548 0.260
H -3.222 2.051 0.571
C -2.561 0.199 -0.502
H -2.872 0.726 -1.530
H -3.781 -0.073 -0.193
C -1.556 -0.837 -0.622
N -1.874 -1.797 -1.576
C -0.764 -2.739 -1.599
C 0.121 -2.084 -2.718
C 0.980 -0.883 -2.137
O 1.154 0.108 -2.977
C 1.793 -1.085 -0.834
C 2.199 -2.129 -0.403
C 2.859 -2.319 1.046
C 3.122 -1.154 1.592
C 2.724 0.053 1.147
C 2.289 0.276 -0.420
H 1.790 1.072 -0.757
O 2.813 1.435 1.537
C 3.609 1.339 2.803
H 2.687 0.972 3.685
H 3.552 2.404 3.114
H 4.530 0.860 2.913
H 3.513 -1.012 2.471
H 3.087 -3.235 1.285
H 1.912 -3.067 -0.901
H 1.010 -2.810 -2.888
C -0.267 -1.913 -4.068
C -1.634 -0.840 -3.924
C -2.622 -1.839 -2.586
H -2.816 -2.646 -3.135
H -3.359 -1.138 -2.443
H -2.370 -0.926 -4.669
H -1.336 -0.075 -3.160
H -0.731 -2.665 -4.436
H 0.125 -1.173 -4.655
H -0.959 -3.567 -2.138
H -0.346 -2.979 -0.906
C -1.476 -1.342 0.767
H -0.457 -1.542 0.847
H -1.774 -2.230 0.825
C -1.695 -0.305 2.005
H -2.799 -0.433 2.044
H -1.170 -0.476 2.741
H -0.700 -0.285 -1.181
H -1.784 2.033 -0.301
H -0.723 4.847 3.152
H 0.287 3.426 4.045
H 1.117 5.184 3.438

Results of the natural (NBO) charge analysis, in e, for atoms 1 through 4: atom 1 (C): -0.67, atom 2 (C): -0.08, atom 3 (H): 0.18, atom 4 (H): 0.19